Density functional theory data (wB97M-V/def2-TZVPD) for a molecular structure, C20H27BO2Rh in a non-equilibrium geometry.

Geometry as XYZ:
```
51
C20H27BO2Rh | the OMol25 dataset | wB97M-V/def2-TZVPD
Rh -0.3850 0.1063 0.4924
C -2.1625 -1.0335 -0.2137
C -1.3559 -1.9432 0.4665
C -1.0912 -1.4010 1.7801
C -1.8360 -0.1721 1.9542
C -2.4571 0.0906 0.6883
C -3.3462 1.2331 0.3413
C -1.8993 0.6264 3.2120
C -0.2592 -2.0396 2.8396
C -0.7916 -3.2325 -0.0248
C -2.6900 -1.0886 -1.6036
H -4.3524 0.8680 0.1217
H -2.9880 1.7565 -0.5458
H -3.4128 1.9482 1.1567
H -2.4806 0.1001 3.9730
H -2.3659 1.5933 3.0392
H -0.9001 0.8028 3.6071
H 0.7994 -1.8028 2.7052
H -0.3556 -3.1246 2.8008
H -0.5509 -1.6926 3.8283
H -1.2378 -4.0624 0.5264
H 0.2870 -3.2823 0.1330
H -0.9865 -3.3862 -1.0833
H -3.7802 -1.0489 -1.5781
H -2.3881 -1.9936 -2.1245
H -2.3546 -0.2270 -2.1855
C 2.2315 8.4512 1.9382
C 2.7021 7.5478 0.7907
C 4.2189 7.6955 0.6106
C 2.0162 8.0065 -0.4956
C 2.3761 6.0893 1.1247
C 2.9229 5.5193 2.2835
C 2.6968 4.2027 2.6642
C 1.8857 3.4636 1.8326
O 1.4883 2.1349 1.9483
B 0.7043 1.9108 0.8289
O 0.5832 3.0379 0.0386
C 1.3419 4.0061 0.6906
C 1.5615 5.3096 0.3026
H 2.4447 9.4955 1.7024
H 2.7358 8.2134 2.8752
H 1.1565 8.3526 2.0999
H 4.4660 8.7281 0.3566
H 4.5827 7.0518 -0.1924
H 4.7617 7.4382 1.5205
H 2.2755 9.0480 -0.6898
H 0.9284 7.9474 -0.4210
H 2.3373 7.4221 -1.3601
H 3.5582 6.1261 2.9147
H 3.1309 3.7842 3.5612
H 1.1108 5.6922 -0.6005
```

Its LUMO energy is -4.8 eV. The HOMO energy is -10.87 eV. The maximum force is 2.2 eV Å⁻¹. Its molar mass is 413.15 g mol⁻¹. For the calculated total energy, the calculation gives -28952.856 eV. As for the charge: +1.

Charges computed using Mulliken, reported in e: 0.60 0.74 0.86 0.82 0.46 0.86 -1.67 -1.90 -1.49 -1.84 -1.60 0.37 0.34 0.39 0.38 0.38 0.40 0.32 0.40 0.40 0.38 0.35 0.39 0.34 0.41 0.32 -1.58 2.02 -1.57 -2.07 0.31 -0.49 -1.62 0.95 -0.71 0.44 -0.66 0.50 -0.83 0.44 0.33 0.38 0.44 0.38 0.33 0.42 0.42 0.41 0.39 0.42 0.55

Density functional theory data (wB97M-V/def2-TZVPD) for a gas-phase ion, C20H27BrF8O2P (charge -1) in a non-equilibrium geometry.

Geometry as XYZ:
```
59
C20H27BrF8O2P | the OMol25 dataset | wB97M-V/def2-TZVPD
C 0.5704 -2.8706 2.1982
C 0.8881 -1.5543 1.6975
C 0.9968 -1.4337 0.1257
P 1.3989 0.2954 -0.6177
F 1.6844 1.9156 -1.2539
Br -0.3538 1.0508 0.7400
C 2.5220 0.8603 0.8583
O 1.8668 1.6412 1.9167
C 2.7583 1.6950 3.0729
C 2.1837 2.8612 4.0433
C 2.5393 2.5612 5.5919
C 0.2574 0.0140 -2.1082
C -1.1389 0.7310 -2.2753
C -1.1869 2.3319 -2.2870
O -2.2805 0.0822 -1.6008
C -3.5156 0.7391 -1.9211
C -4.7104 -0.3469 -1.7924
C -6.1521 0.2248 -1.9852
C -7.3534 -0.7322 -1.8326
C -7.0808 -2.2141 -1.4990
C -5.6457 -2.7896 -1.3466
C -4.4343 -1.8416 -1.4984
C 2.8910 -0.3514 -1.6459
F 3.2955 0.7511 -2.5082
F 2.5577 -1.4048 -2.5910
C 4.2495 -0.8255 -1.0003
F 5.1208 0.1959 -0.4847
F 5.0230 -1.1601 -2.2099
C 4.3613 -2.2138 -0.2323
F 5.7770 -2.4740 -0.1308
F 3.8603 -3.3384 -0.9337
F 3.8847 -2.2867 1.0728
H -0.0603 -3.5820 1.5745
H 1.0347 -3.1734 3.2077
H 1.0669 -0.7871 2.5073
H -0.0853 -1.6371 -0.2441
H 1.5952 -2.2945 -0.3678
H 3.2628 1.6318 0.4095
H 3.1414 0.0518 1.3505
H 2.7316 0.6619 3.5651
H 3.8075 1.9386 2.6684
H 2.6386 3.8877 3.8045
H 1.0557 2.8923 3.8669
H 2.2423 3.4735 6.2267
H 3.6577 2.4029 5.7466
H 1.9594 1.6674 6.0060
H 0.8407 0.3826 -3.0417
H 0.0501 -1.1006 -2.3484
H -1.4082 0.4914 -3.3904
H -1.9977 2.7497 -3.0009
H -1.3911 2.8176 -1.2741
H -0.1920 2.6896 -2.7540
H -3.7195 1.5022 -1.0818
H -3.5792 1.1799 -2.9698
H -6.2815 1.3251 -2.2314
H -8.4122 -0.2996 -1.9470
H -7.9670 -2.9208 -1.3493
H -5.4819 -3.8885 -1.1160
H -3.3429 -2.1751 -1.3792
```

Its LUMO energy is 2.8 eV. The HOMO energy is -5.28 eV. The maximum force is 4.7 eV Å⁻¹. Its molar mass is 562.30 g mol⁻¹. For the calculated total energy, the calculation gives -126336.665 eV. As for the charge: -1.

Charges computed using natural (NBO), reported in e: -0.48 -0.16 -0.85 1.51 -0.64 -0.37 -0.41 -0.58 -0.07 -0.42 -0.63 -0.74 0.12 -0.67 -0.56 -0.10 0.00 -0.25 -0.23 -0.25 -0.22 -0.23 0.37 -0.36 -0.37 0.57 -0.31 -0.35 0.94 -0.34 -0.31 -0.30 0.19 0.19 0.23 0.25 0.22 0.21 0.18 0.17 0.17 0.20 0.23 0.20 0.20 0.21 0.24 0.23 0.15 0.19 0.24 0.24 0.20 0.19 0.22 0.22 0.21 0.22 0.26

Density functional theory data (wB97M-V/def2-TZVPD) for C20H27ClN2O3S in the gas phase.

Geometry as XYZ:
```
54
C20H27ClN2O3S | the OMol25 dataset | wB97M-V/def2-TZVPD
O -2.5156 -3.4434 -1.2757
C -1.9905 -2.8449 -0.3589
N -2.6739 -2.2044 0.6128
C -4.0983 -1.9712 0.5428
C -4.4256 -0.7431 -0.3242
C -3.5526 0.4360 0.0107
C -2.6870 0.9216 -0.8688
C -1.7913 2.0946 -0.6178
C -1.6836 2.4156 0.8703
C -3.0784 2.4096 1.4865
C -3.6884 1.0129 1.3940
C -0.5026 -2.8199 -0.1629
C 0.2468 -3.9218 -0.5685
C 1.6120 -3.9625 -0.3629
C 2.2498 -2.8902 0.2535
Cl 3.9354 -2.9655 0.5584
C 1.5181 -1.7738 0.6258
S 2.2349 -0.3350 1.4630
O 1.1133 0.4176 1.9474
O 3.2241 -0.7667 2.3994
N 2.9744 0.5852 0.3149
C 2.1246 1.1618 -0.6967
C 2.7612 2.4450 -1.2266
C 4.1673 2.1532 -1.7447
C 4.9978 1.5101 -0.6366
C 4.3013 0.2455 -0.1388
C 0.1541 -1.7375 0.4093
H -2.1575 -1.6663 1.2895
H -4.5583 -2.8582 0.1020
H -4.4707 -1.8395 1.5604
H -4.2791 -1.0119 -1.3710
H -5.4778 -0.4880 -0.1778
H -2.6193 0.4824 -1.8559
H -2.1982 2.9606 -1.1530
H -0.8037 1.8974 -1.0430
H -1.0524 1.6778 1.3711
H -1.2161 3.3926 1.0059
H -3.7111 3.1172 0.9456
H -3.0343 2.7250 2.5304
H -3.1860 0.3575 2.1140
H -4.7450 1.0461 1.6732
H -0.2647 -4.7482 -1.0383
H 2.1922 -4.8207 -0.6621
H 1.1698 1.3719 -0.2153
H 1.9657 0.4506 -1.5242
H 2.1366 2.8594 -2.0192
H 2.8162 3.1694 -0.4132
H 4.6411 3.0763 -2.0819
H 4.1082 1.4726 -2.5977
H 5.9936 1.2549 -1.0009
H 5.0996 2.2082 0.1950
H 4.8287 -0.1849 0.7125
H 4.2577 -0.4948 -0.9529
H -0.3622 -0.8358 0.7013
```

Its LUMO energy is 0.3 eV. The HOMO energy is -9.16 eV. Its energy relative to the best compared isomer or geometry (same formula, charge and spin) is 0.000 eV. The maximum force is 1.0 eV Å⁻¹. Its molar mass is 410.97 g mol⁻¹. For the calculated total energy, the calculation gives -53659.224 eV.

Charges computed using natural (NBO), reported in e: -0.62 0.66 -0.60 -0.22 -0.43 0.02 -0.19 -0.44 -0.40 -0.39 -0.45 -0.14 -0.13 -0.23 -0.04 0.05 -0.29 2.34 -0.95 -0.92 -0.68 -0.24 -0.40 -0.40 -0.40 -0.23 -0.20 0.40 0.23 0.20 0.22 0.21 0.20 0.21 0.21 0.21 0.21 0.20 0.21 0.20 0.21 0.24 0.24 0.24 0.18 0.21 0.21 0.21 0.20 0.22 0.21 0.24 0.18 0.25

Which value of calculated total energy does entry 2 give?
-126336.665 eV

Which of these has the highest calculated total energy?
C20H27BO2Rh